No. 1
Molecular formula: C5H9N
Method: DFT, ωB97M-V/def2-TZVPD

CARTESIAN COORDINATES (ANGSTROEM)
C -2.2210 1.8242 -0.8519
C -1.2406 0.9364 -0.7563
N -0.8611 0.2003 0.3646
C 0.1706 -0.8226 0.3290
C 2.5264 -1.3217 0.6409
C 1.6536 -0.4162 0.1784
H -2.6819 2.2236 0.0488
H -2.6730 2.0151 -1.8081
H -0.8407 0.4212 -1.6252
H -1.2771 0.4914 1.2357
H 0.0377 -1.1853 -0.6934
H -0.1317 -1.6672 0.9521
H 3.5736 -1.0639 0.6418
H 2.1993 -2.2866 0.9974
H 1.7659 0.6515 0.3462

Output
energy: -250.57119 Ha
LUMO level: 1.2 eV
SMILES: C=CCNC=C
HOMO: -7.856 eV
max |F|: 0.089 Eh/bohr

Here are the natural (NBO) charges for atoms 1 to 5, given in e:
1. C -0.5365
2. C 0.0217
3. N -0.6186
4. C -0.2587
5. C -0.3720

=====

No. 2
Molecular formula: C5H9N
Method: DFT, ωB97M-V/def2-TZVPD

CARTESIAN COORDINATES (ANGSTROEM)
C -1.8848 -0.3263 0.4679
C -0.7595 0.6411 0.0896
C 0.3934 0.0129 -0.6762
C 1.7095 0.8162 -0.8615
C 1.6279 -0.3331 0.0236
N 2.1054 -1.1510 0.8547
H -1.5460 -1.0994 1.1672
H -2.7049 0.2158 0.9533
H -2.3014 -0.8293 -0.4124
H -0.3675 1.1010 1.0071
H -1.1721 1.4539 -0.5180
H 1.2759 -1.7310 0.9947
H 0.1148 -0.6382 -1.5056
H 1.7333 1.8124 -0.4263
H 2.2334 0.6971 -1.8056

Output
energy: -250.59911 Ha
LUMO level: 1.0 eV
SMILES: [H]/N=C1/C[C@@H]1CC
HOMO: -9.366 eV
max |F|: 0.020 Eh/bohr

Here are the natural (NBO) charges for atoms 1 to 5, given in e:
1. C -0.6024
2. C -0.3925
3. C -0.3096
4. C -0.4720
5. C 0.3027

=====

No. 3
Molecular formula: C5H9N
Method: DFT, ωB97M-V/def2-TZVPD

CARTESIAN COORDINATES (ANGSTROEM)
C -0.5158 1.2295 -1.0477
C 0.3565 0.9834 0.1841
C 0.0704 -0.4104 0.7534
C 0.8675 -1.5554 0.0597
C -1.3342 -0.5467 0.8086
H -0.2235 2.2664 -1.4609
H -1.6227 1.1960 -0.8671
H -0.3625 0.4407 -1.9068
H 1.4693 1.1391 0.0148
H 0.1277 1.7260 0.9601
H 0.4245 -0.4373 1.7521
H 1.9289 -1.2520 0.1089
H 0.7732 -2.4913 0.7057
H 0.5230 -1.6942 -0.9478
N -2.4825 -0.5939 0.8829

Output
energy: -250.64358 Ha
LUMO level: 0.9 eV
SMILES: CC[C@H](C)C#N
HOMO: -11.324 eV
max |F|: 0.048 Eh/bohr

Here are the natural (NBO) charges for atoms 1 to 5, given in e:
1. C -0.6367
2. C -0.3846
3. C -0.3516
4. C -0.5798
5. C 0.2980

=====

No. 4
Molecular formula: C5H9N
Method: DFT, ωB97M-V/def2-TZVPD

CARTESIAN COORDINATES (ANGSTROEM)
C -0.7021 -0.1070 1.7929
C -0.6281 0.9014 0.6595
C -0.2259 0.1839 -0.6444
C -0.9944 0.2137 -1.7256
C 1.9058 -0.4439 -0.0737
N 0.7939 -0.8021 -0.5588
H 0.2193 -0.3562 2.3225
H -1.1741 -1.0493 1.5223
H -1.3165 0.2660 2.6203
H -1.6020 1.3546 0.5044
H 0.1655 1.6403 0.8040
H -1.7729 0.9455 -1.8673
H -0.7749 -0.5369 -2.4744
H 2.8364 -0.8770 -0.4440
H 2.0514 0.3048 0.7152

Output
energy: -250.59298 Ha
LUMO level: 0.8 eV
SMILES: C=NC(=C)CC
HOMO: -9.114 eV
max |F|: 0.061 Eh/bohr

Here are the natural (NBO) charges for atoms 1 to 5, given in e:
1. C -0.6183
2. C -0.4612
3. C 0.1520
4. C -0.4164
5. C -0.0141

=====

No. 5
Molecular formula: C5H9N
Method: DFT, ωB97M-V/def2-TZVPD

CARTESIAN COORDINATES (ANGSTROEM)
C 0.8348 0.3290 0.7407
C 1.4743 0.5967 -0.4457
N 2.8433 0.5271 -0.5424
C -0.7187 0.2754 0.7762
C -1.3700 -0.8202 -0.0231
C -2.6850 -0.8566 -0.4310
H 1.3915 0.1526 1.7262
H 0.8212 0.8795 -1.3452
H 3.3843 0.8562 -1.3325
H 3.3844 0.0530 0.1239
H -1.0605 1.2812 0.1899
H -1.0619 0.2896 1.8294
H -0.8075 -1.7041 -0.0986
H -3.0025 -1.7450 -0.9863
H -3.4277 -0.1143 -0.1815

Output
energy: -250.59069 Ha
LUMO level: 1.2 eV
SMILES: C=CC/C=C/N
HOMO: -7.692 eV
max |F|: 0.063 Eh/bohr

Here are the natural (NBO) charges for atoms 1 to 5, given in e:
1. C -0.3203
2. C 0.0060
3. N -0.8236
4. C -0.4767
5. C -0.1671

=====

No. 6
Molecular formula: C5H9N
Method: DFT, ωB97M-V/def2-TZVPD

CARTESIAN COORDINATES (ANGSTROEM)
C -0.5774 0.1173 -2.6919
C -0.2841 0.1756 -1.3863
N 0.5353 -0.7001 -0.7290
C 0.6392 -0.8440 0.7344
C -0.4270 0.6940 2.4362
C 0.3515 0.4802 1.3912
H -0.1822 -0.6503 -3.3478
H -1.0891 0.9270 -3.1912
H -0.7074 1.0156 -0.8597
H 0.8247 -1.5022 -1.2626
H 1.6484 -1.1645 0.9677
H -0.1688 -1.5079 1.0546
H -0.5295 1.6926 2.8392
H -0.9776 -0.0489 3.0031
H 0.9440 1.3157 1.0422

Output
energy: -250.60532 Ha
LUMO level: 1.1 eV
SMILES: C=CCNC=C
HOMO: -7.733 eV
max |F|: 0.039 Eh/bohr

Here are the natural (NBO) charges for atoms 1 to 5, given in e:
1. C -0.5432
2. C 0.0090
3. N -0.6089
4. C -0.2461
5. C -0.3801

=====

No. 7
Molecular formula: C5H9N
Method: DFT, ωB97M-V/def2-TZVPD

CARTESIAN COORDINATES (ANGSTROEM)
C -1.9855 -0.6736 -0.0587
C -0.6486 0.1911 0.0281
C -0.8165 1.5153 0.1057
C 0.6598 -0.4255 -0.2800
C 1.9223 -0.2618 0.6701
H -2.7746 -0.0589 0.5091
H -2.2113 -0.9771 -1.1715
H -1.7269 -1.7684 0.5011
H -1.7313 2.0193 0.2261
H 0.1094 2.0624 -0.1821
H 0.6719 -1.4817 -0.7561
H 2.5012 -1.1283 0.7756
H 1.7527 0.4016 1.5538
H 2.4531 0.0921 -1.3182
N 1.8244 0.4933 -0.6030

Output
energy: -250.56147 Ha
LUMO level: 1.1 eV
SMILES: C=C(C)[C@@H]1CN1
HOMO: -8.787 eV
max |F|: 0.077 Eh/bohr

Here are the natural (NBO) charges for atoms 1 to 5, given in e:
1. C -0.6420
2. C -0.0168
3. C -0.4200
4. C -0.1262
5. C -0.2417

=====

No. 8
Molecular formula: C5H9N
Method: DFT, ωB97M-V/def2-TZVPD

CARTESIAN COORDINATES (ANGSTROEM)
C -0.5640 1.4252 -0.2864
C -0.4778 0.0450 0.3679
C -0.8598 -1.0764 -0.6185
C 0.9203 -0.1770 0.9823
C 1.9426 -0.4552 -0.0342
N 2.7265 -0.7010 -0.8486
H -0.3572 2.2238 0.4362
H -1.5635 1.5956 -0.7010
H 0.1608 1.5073 -1.1066
H -1.1765 0.0228 1.2140
H -0.7745 -0.7292 -1.6523
H -1.8906 -1.4047 -0.4687
H -0.2177 -1.9539 -0.5203
H 0.9029 -1.0248 1.6764
H 1.2285 0.7026 1.5598

Output
energy: -250.66252 Ha
LUMO level: 0.9 eV
SMILES: CC(C)CC#N
HOMO: -11.466 eV
max |F|: 0.021 Eh/bohr

Here are the natural (NBO) charges for atoms 1 to 5, given in e:
1. C -0.6098
2. C -0.2009
3. C -0.6201
4. C -0.5096
5. C 0.2858

=====

No. 9
Molecular formula: C5H9N
Method: DFT, ωB97M-V/def2-TZVPD

CARTESIAN COORDINATES (ANGSTROEM)
N 1.9415 0.0627 -1.5752
C 1.2233 -0.3300 -0.4402
C 1.7434 -0.9193 0.6584
C -2.3134 0.7306 0.8178
C -1.1541 -0.1499 0.3299
C -0.0926 0.3559 -0.3247
H 1.2998 0.4143 -2.2732
H 2.6114 -0.6007 -1.9348
H 2.8094 -0.9699 0.7969
H 1.0382 -1.3115 1.3724
H -2.0106 1.7426 0.5525
H -3.2220 0.2941 0.4152
H -2.3917 0.7100 1.9049
H -1.1464 -1.1503 0.7663
H -0.3361 1.1215 -1.0664

Output
energy: -250.59996 Ha
LUMO level: 1.2 eV
SMILES: C=C(N)/C=C/C
HOMO: -7.792 eV
max |F|: 0.051 Eh/bohr

Here are the natural (NBO) charges for atoms 1 to 5, given in e:
1. N -0.8083
2. C 0.1555
3. C -0.5071
4. C -0.6467
5. C -0.1299

=====

No. 10
Molecular formula: C5H9N
Method: DFT, ωB97M-V/def2-TZVPD

CARTESIAN COORDINATES (ANGSTROEM)
C -1.1258 1.2676 -2.5535
C -1.0815 0.5548 -1.4033
N 0.1250 0.2204 -0.7914
C 0.0878 0.0843 0.6658
C 1.1298 -1.4997 2.3614
C 1.1825 -0.7778 1.2527
H -0.6227 2.1918 -2.8296
H -2.1537 1.3115 -2.9454
H -1.9949 0.4152 -0.8469
H 0.7008 -0.4344 -1.2959
H 0.2505 1.0874 1.0615
H -0.8935 -0.2095 1.0283
H 2.0706 -1.9102 2.7093
H 0.2233 -1.5959 2.9226
H 2.1021 -0.7053 0.6644

Output
energy: -250.57371 Ha
LUMO level: 1.1 eV
SMILES: C=CCNC=C
HOMO: -8.133 eV
max |F|: 0.050 Eh/bohr

Here are the natural (NBO) charges for atoms 1 to 5, given in e:
1. C -0.5107
2. C 0.0267
3. N -0.6327
4. C -0.2593
5. C -0.3974

=====

No. 11
Molecular formula: C5H9N
Method: DFT, ωB97M-V/def2-TZVPD

CARTESIAN COORDINATES (ANGSTROEM)
N 2.7598 1.1799 1.3738
C 1.6088 0.7675 0.6595
C 0.8433 -0.3592 0.8859
C -0.4027 -0.6459 0.2090
C -1.0798 0.1340 -0.6216
C -2.3093 -0.3937 -1.2837
H 3.3291 0.3717 1.6362
H 2.6067 0.5442 0.0738
H 1.0026 1.6023 0.3138
H 1.1322 -1.0220 1.6944
H -0.7671 -1.6670 0.3069
H -0.7467 1.1517 -0.7830
H -2.1808 -1.4067 -1.6547
H -2.6180 0.1308 -2.1867
H -3.1781 -0.3875 -0.6238

Output
energy: -250.48512 Ha
LUMO level: -0.4 eV
HOMO: -7.319 eV
max |F|: 0.068 Eh/bohr

Here are the natural (NBO) charges for atoms 1 to 5, given in e:
1. N -0.6607
2. C -0.2806
3. C -0.2254
4. C -0.2325
5. C -0.1645

=====

No. 12
Molecular formula: C5H9N
Method: DFT, ωB97M-V/def2-TZVPD

CARTESIAN COORDINATES (ANGSTROEM)
C 1.0426 0.1280 -1.8742
C 0.9054 -0.1305 -0.4451
C -0.3529 -0.3408 0.1626
C -0.4662 -0.4045 1.6660
C -1.6934 0.2499 2.1352
N -2.6738 0.7550 2.4860
H -0.2588 1.4402 -1.5555
H 2.0358 0.3595 -2.2549
H 0.3751 -0.3736 -2.5732
H 1.6586 0.3758 0.1619
H 1.3472 -1.1236 -0.8025
H -0.7152 1.2861 -0.8969
H -1.1167 -0.8787 -0.3981
H 0.3905 0.0933 2.1361
H -0.4782 -1.4361 2.0526

Output
energy: -250.46888 Ha
LUMO level (spin up / spin down): 0.1 / 0.3 eV
HOMO (spin up / spin down): -7.989 / -8.113 eV
max |F|: 0.023 Eh/bohr

Here are the natural (NBO) charges for atoms 1 to 5, given in e:
1. C -0.3910
2. C -0.5139
3. C -0.2187
4. C -0.5438
5. C 0.2944

=====

For the records above, the corresponding relative energy (zero: lowest compared OMol25 entry of this formula, charge and spin) values read 60.1 42.6 14.7 46.4 47.8 38.7 66.2 2.8 42.0 58.5 114.1 124.3 kcal per mole.